[1]
{"formula": "C23H30BiN2O6S4", "method": "ωB97M-V/def2-TZVPD", "molar_mass_da": 767.75, "lumo_ev": -2.441, "orbital_gap_ev": 8.87, "total_charge": 1, "max_force_ev_per_a": 0.54, "elements": ["Bi", "O", "S", "C", "C", "C", "C", "S", "O", "C", "C", "C", "C", "C", "C", "C", "C", "C", "C", "C", "C", "H", "H", "H", "H", "H", "H", "H", "H", "H", "H", "H", "H", "H", "H", "H", "H", "H", "H", "C", "S", "O", "O", "O", "H", "H", "H", "C", "C", "C", "C", "N", "C", "S", "N", "H", "H", "H", "H", "H", "C", "O", "H", "H", "H", "H"], "positions_angstrom": [[-1.3212, -0.8260, -0.3720], [-0.2452, -2.9335, 0.8444], [0.6379, -3.4074, 1.9855], [0.4040, -2.1854, 3.2780], [-0.9511, -2.3618, 3.9782], [-1.8520, -1.1207, 3.9563], [-1.1467, 0.2023, 4.2729], [-1.2161, 1.2882, 2.8220], [-0.5328, 0.5158, 1.7079], [-0.0568, 2.5218, 3.3560], [1.2826, 2.3895, 3.0276], [2.1719, 3.3595, 3.4648], [1.7163, 4.4367, 4.2144], [0.3682, 4.5601, 4.5221], [-0.5333, 3.6024, 4.0818], [2.3211, -3.0205, 1.5643], [2.6322, -1.8609, 0.8683], [3.9608, -1.5945, 0.5756], [4.9569, -2.4759, 0.9799], [4.6314, -3.6330, 1.6727], [3.3039, -3.9161, 1.9630], [0.4901, -1.2340, 2.7492], [1.2484, -2.2797, 3.9620], [-0.7748, -2.6769, 5.0071], [-1.5175, -3.1730, 3.5128], [-2.6656, -1.2795, 4.6635], [-2.3268, -1.0501, 2.9723], [-0.1022, 0.0839, 4.5645], [-1.6531, 0.7668, 5.0583], [1.6096, 1.5526, 2.4233], [3.2216, 3.2786, 3.2147], [2.4150, 5.1912, 4.5510], [0.0153, 5.4099, 5.0911], [-1.5930, 3.7059, 4.2860], [1.8584, -1.1743, 0.5508], [4.2193, -0.6945, 0.0323], [5.9921, -2.2616, 0.7481], [5.4082, -4.3217, 1.9774], [3.0362, -4.8274, 2.4858], [-1.7444, 3.9146, -1.7010], [-1.4148, 2.8549, -0.3428], [0.1123, 2.6456, -0.3946], [-1.7732, 3.5150, 0.8675], [-2.0574, 1.5720, -0.6385], [-1.1014, 4.7871, -1.6054], [-2.7913, 4.2036, -1.6356], [-1.5451, 3.3767, -2.6254], [-0.8741, -4.7624, -5.4523], [-0.7774, -3.9828, -4.1828], [0.1367, -4.3121, -3.1779], [0.1398, -3.5392, -2.0415], [-0.6920, -2.5017, -1.9294], [-1.5390, -2.2385, -2.9462], [-2.5439, -0.8361, -2.6708], [-1.6133, -2.9470, -4.0577], [-0.2080, -5.6219, -5.4565], [-0.6287, -4.1128, -6.2934], [-1.9024, -5.0945, -5.5949], [0.8099, -5.1498, -3.2833], [0.7920, -3.7259, -1.1992], [0.9566, 0.0874, -2.2834], [0.4796, 0.1295, -0.9334], [1.7805, 0.7969, -2.3716], [0.1718, 0.3601, -2.9942], [1.3293, -0.9056, -2.5361], [0.3220, 1.6473, -0.5803]], "forces_ev_per_angstrom": [[0.075, -0.085, 0.031], [0.137, 0.139, 0.165], [-0.148, -0.165, -0.109], [0.005, 0.103, -0.031], [-0.019, -0.004, 0.009], [-0.040, -0.045, -0.035], [0.027, 0.035, 0.001], [-0.199, 0.043, 0.077], [0.178, -0.029, 0.183], [0.048, -0.025, -0.004], [0.001, 0.022, 0.032], [0.010, 0.002, -0.009], [0.011, -0.007, -0.003], [-0.015, -0.004, 0.000], [-0.012, 0.003, 0.008], [-0.002, 0.002, 0.010], [0.083, 0.049, -0.010], [-0.019, 0.009, -0.005], [0.011, -0.007, 0.006], [0.017, -0.007, -0.001], [-0.016, -0.023, -0.021], [-0.005, 0.068, 0.046], [-0.004, -0.044, -0.014], [-0.007, 0.058, 0.015], [0.059, -0.037, 0.015], [-0.015, 0.018, -0.010], [0.027, -0.021, 0.004], [0.003, -0.002, -0.028], [0.035, -0.016, -0.001], [-0.003, 0.006, 0.004], [-0.008, 0.004, 0.005], [-0.006, -0.006, -0.005], [0.005, -0.010, -0.008], [0.025, -0.008, -0.013], [-0.081, 0.028, -0.025], [0.002, -0.013, 0.004], [-0.013, -0.003, 0.003], [-0.013, 0.009, -0.003], [-0.002, 0.034, -0.009], [0.053, 0.046, -0.030], [-0.226, -0.155, -0.150], [0.209, -0.445, -0.213], [-0.031, 0.016, 0.059], [-0.010, 0.118, 0.122], [-0.028, 0.001, 0.000], [0.010, -0.021, -0.007], [0.009, 0.013, 0.036], [0.000, 0.003, 0.003], [-0.052, 0.032, -0.040], [0.013, -0.007, 0.010], [-0.047, 0.000, -0.014], [-0.002, -0.055, -0.010], [-0.055, 0.110, 0.012], [0.085, 0.032, -0.152], [0.055, -0.072, 0.003], [0.000, 0.002, 0.007], [-0.006, -0.002, 0.003], [0.007, 0.000, -0.004], [-0.006, 0.006, -0.004], [-0.003, 0.011, -0.011], [-0.021, -0.019, 0.052], [-0.088, 0.165, -0.106], [-0.017, 0.019, 0.010], [0.014, 0.001, 0.001], [0.024, -0.005, 0.029], [-0.025, 0.134, 0.119]]}


[2]
{"formula": "C5H9NO3", "method": "ωB97M-V/def2-TZVPD", "molar_mass_da": 131.13, "smiles": "CN1C[C@@]12COC2=O.O", "lumo_ev": 0.581, "orbital_gap_ev": 10.30, "relative_energy_kcal_mol": 108.0, "max_force_ev_per_a": 4.51, "elements": ["C", "N", "C", "C", "C", "O", "C", "O", "H", "H", "H", "H", "H", "H", "H", "O", "H", "H"], "positions_angstrom": [[2.1463, -1.3061, -0.2556], [1.4886, -0.4364, 0.7076], [1.1920, 0.9219, 0.3038], [0.1200, -0.0919, 0.4544], [-0.8740, -0.6190, -0.5745], [-1.7435, -0.9957, 0.6966], [-0.9933, -0.2015, 1.4721], [-1.4950, 0.6536, 2.1827], [1.8404, -1.1039, -1.2969], [3.2312, -1.1623, -0.1753], [1.9100, -2.3520, -0.0214], [1.3129, 1.6931, 1.0666], [1.4195, 1.2126, -0.7275], [-1.0298, 0.0231, -1.4476], [-0.6317, -1.5898, -1.0240], [-2.8537, 1.4867, -0.6242], [-2.4015, 2.1751, -1.1206], [-2.6383, 1.6927, 0.3837]], "forces_ev_per_angstrom": [[0.114, -0.044, -0.103], [0.235, -0.364, -0.207], [-0.243, 0.293, 0.107], [0.864, 0.177, 0.395], [1.691, -2.606, 1.422], [-0.880, -0.274, -2.607], [-1.492, 4.070, -1.259], [1.373, -1.849, 0.579], [0.073, -0.020, 0.149], [-0.278, -0.070, -0.031], [0.077, 0.264, -0.038], [0.034, -0.207, -0.243], [-0.014, -0.062, 0.250], [-1.571, 0.451, 1.101], [0.139, 0.039, 0.388], [0.588, 0.651, 3.071], [-0.028, 0.191, 0.121], [-0.681, -0.641, -3.095]]}


[3]
{"formula": "C4H6ClFS", "method": "ωB97M-V/def2-TZVPD", "molar_mass_da": 140.61, "smiles": "C=C(SC)[C@@H](F)Cl", "lumo_ev": 0.718, "orbital_gap_ev": 9.40, "relative_energy_kcal_mol": 15.8, "max_force_ev_per_a": 1.85, "elements": ["C", "C", "C", "C", "H", "H", "H", "H", "H", "H", "F", "S", "Cl"], "positions_angstrom": [[-1.0316, -1.8448, 0.0470], [-0.0223, 0.8139, -0.2168], [-0.4549, 2.0736, -0.1406], [1.3411, 0.3553, 0.2083], [0.0387, -2.1772, 0.1013], [-1.6314, -2.6162, -0.3849], [-1.4038, -1.6213, 1.0581], [0.2906, 2.7825, 0.1256], [-1.4584, 2.4532, -0.3939], [1.9535, 1.1759, 0.5274], [1.3492, -0.6244, 1.1541], [-1.1853, -0.3224, -0.9331], [2.2146, -0.4481, -1.1525]], "forces_ev_per_angstrom": [[1.398, 0.647, 1.021], [-1.610, -0.726, 0.107], [0.450, -0.142, -0.079], [0.300, -0.525, -1.213], [-1.165, 0.214, -0.119], [-0.409, -0.312, -0.488], [0.225, -0.296, -0.282], [0.348, 0.891, 0.322], [0.658, -0.613, 0.112], [0.287, 0.396, 0.281], [-0.547, 0.395, 0.804], [0.111, -0.407, -0.257], [-0.048, 0.477, -0.208]]}


[4]
{"formula": "C4H5FOS", "method": "ωB97M-V/def2-TZVPD", "molar_mass_da": 120.15, "smiles": "O=C1CC=CS1.F", "lumo_ev": 0.365, "orbital_gap_ev": 9.67, "relative_energy_kcal_mol": 5.9, "max_force_ev_per_a": 3.91, "elements": ["C", "C", "C", "C", "O", "F", "S", "H", "H", "H", "H", "H"], "positions_angstrom": [[-1.6257, -0.0783, -0.3111], [-1.8319, 1.2545, -0.1614], [-0.1802, -0.4963, -0.0585], [0.5595, 0.7668, 0.4678], [1.7554, 0.7578, 0.6272], [3.3782, -1.8214, -0.1602], [-0.4213, 2.1477, 0.3632], [-2.2611, -0.8487, -0.5334], [-2.7470, 1.6661, -0.3709], [-0.0020, -1.2392, 0.8515], [0.4177, -1.0087, -0.9494], [2.9584, -1.1001, 0.2352]], "forces_ev_per_angstrom": [[3.190, 2.071, 0.906], [1.722, -3.435, -0.048], [0.970, -1.200, 1.365], [0.971, -2.402, -2.410], [0.408, 0.231, 0.864], [0.068, -0.282, -0.116], [-0.975, 1.786, 0.316], [-2.094, -1.228, -0.749], [-1.881, 1.432, -0.165], [-0.822, 1.128, -1.847], [-1.343, 1.356, 1.726], [-0.213, 0.543, 0.159]]}


[5]
{"formula": "C5H9NS2", "method": "ωB97M-V/def2-TZVPD", "molar_mass_da": 147.27, "smiles": "C[C@@H]1NS[C@H](C)C1=S", "lumo_ev": -0.238, "orbital_gap_ev": 7.90, "relative_energy_kcal_mol": 55.0, "max_force_ev_per_a": 4.34, "elements": ["C", "C", "C", "C", "C", "N", "S", "S", "H", "H", "H", "H", "H", "H", "H", "H", "H"], "positions_angstrom": [[0.5100, -0.6001, -0.3389], [0.5263, -0.1721, 1.3808], [0.3255, 0.6336, -1.0673], [-0.6315, -1.0291, 2.0427], [-0.3815, 0.4743, -2.4648], [0.4159, 1.2693, 1.2512], [0.6027, -2.1204, -0.8617], [-0.6069, 1.7063, -0.0375], [1.5102, -0.3842, 1.6956], [1.3314, 1.0830, -1.3639], [-0.2871, -1.4471, 2.9434], [-0.6717, -1.8946, 1.2852], [-1.6048, -0.4302, 2.1153], [-0.4755, 1.3691, -3.0777], [-1.3346, -0.1767, -2.4060], [0.2113, -0.2208, -3.0996], [0.5604, 1.9398, 2.0034]], "forces_ev_per_angstrom": [[0.401, -0.750, 3.495], [-1.995, -0.179, -2.911], [0.470, 1.215, -4.139], [0.227, 0.652, -3.038], [-0.424, -2.619, -0.137], [-0.090, 0.183, 0.477], [0.031, 0.569, 0.033], [-0.276, 0.563, 0.842], [0.990, -0.660, 0.677], [-0.903, -0.425, 0.896], [0.090, -0.266, 1.439], [-0.696, 1.036, 1.475], [1.448, -1.033, -0.106], [-0.315, 0.215, 0.540], [1.039, 1.619, 0.217], [0.165, 0.495, 0.533], [-0.162, -0.616, -0.292]]}


[6]
{"formula": "C4H11ClN3", "method": "ωB97M-V/def2-TZVPD", "molar_mass_da": 136.61, "lumo_ev": [-2.890, -9.604], "spin_multiplicity": 3, "orbital_gap_ev": [6.98, 3.75], "total_charge": 1, "relative_energy_kcal_mol": 28.1, "s_squared": 2.012, "max_force_ev_per_a": 8.24, "elements": ["C", "C", "C", "C", "N", "N", "N", "Cl", "H", "H", "H", "H", "H", "H", "H", "H", "H", "H", "H"], "positions_angstrom": [[1.1243, 0.5445, -0.7137], [-2.6747, 0.6305, -0.1827], [3.0204, -0.1847, 0.6088], [-1.2354, 0.3541, 0.0696], [-0.7742, -0.0594, 1.1958], [-0.2321, 0.8511, -0.7584], [1.6782, 0.1177, 0.2989], [-0.7480, -1.9584, -1.1404], [1.7183, 0.7668, -1.6398], [-2.6632, 0.8908, -1.2296], [-3.3547, -0.1441, 0.0682], [-3.0023, 1.6623, 0.2714], [3.9945, 0.0457, 0.0391], [2.8392, -1.2832, 0.7712], [3.1088, 0.2692, 1.5387], [0.2812, -0.1255, 1.1355], [-1.3289, -0.5275, 1.8864], [-0.6396, 1.2287, -1.6505], [-1.1117, -3.0788, -0.5685]], "forces_ev_per_angstrom": [[-1.637, 2.367, -4.738], [1.895, 3.184, 0.025], [0.688, -1.876, -1.014], [-4.179, 2.134, -5.843], [3.608, -2.993, 6.776], [0.294, 1.037, -3.068], [0.101, -0.677, 3.133], [-0.201, -0.914, 0.403], [-0.893, 0.057, 0.501], [-0.767, -0.261, -0.648], [-0.563, -0.689, 0.288], [0.267, -1.664, -0.197], [-2.043, -0.195, -0.120], [1.409, 0.560, 0.181], [0.796, 0.428, 2.076], [-0.018, -0.289, 1.115], [-0.186, -0.143, 0.243], [1.233, -0.566, 1.206], [0.195, 0.500, -0.318]]}


[7]
{"formula": "C3H7NO", "method": "ωB97M-V/def2-TZVPD", "molar_mass_da": 73.09, "smiles": "CCC(N)=O", "lumo_ev": 0.924, "orbital_gap_ev": 10.72, "relative_energy_kcal_mol": 0.2, "max_force_ev_per_a": 0.39, "elements": ["C", "C", "C", "O", "N", "H", "H", "H", "H", "H", "H", "H"], "positions_angstrom": [[0.7233, 1.4284, 0.2256], [-0.1287, 0.2409, 0.6696], [0.1189, -0.9513, -0.2427], [1.2428, -1.3648, -0.4699], [-0.9907, -1.5309, -0.7831], [0.6908, 2.2389, 0.9595], [1.7594, 1.1020, 0.1045], [0.3764, 1.8234, -0.7355], [-1.1919, 0.5067, 0.7091], [0.1645, -0.0682, 1.6798], [-1.9110, -1.1390, -0.6790], [-0.8537, -2.2861, -1.4379]], "forces_ev_per_angstrom": [[0.074, 0.062, -0.031], [-0.015, 0.007, 0.066], [0.115, 0.000, 0.007], [-0.377, 0.090, 0.049], [0.038, -0.082, -0.096], [-0.017, -0.121, -0.097], [-0.128, 0.088, 0.028], [0.055, -0.056, 0.131], [0.152, -0.069, -0.042], [-0.032, 0.010, -0.147], [0.165, -0.020, 0.031], [-0.029, 0.092, 0.100]]}


[8]
{"formula": "C5H6ClN2", "method": "ωB97M-V/def2-TZVPD", "molar_mass_da": 129.57, "lumo_ev": -6.214, "orbital_gap_ev": 8.14, "total_charge": 1, "relative_energy_kcal_mol": 110.6, "max_force_ev_per_a": 4.26, "elements": ["C", "C", "C", "C", "C", "N", "N", "Cl", "H", "H", "H", "H", "H", "H"], "positions_angstrom": [[-0.7638, 0.5222, -2.1572], [-0.1602, -0.1055, -3.1915], [0.4485, -0.2908, 1.1916], [-0.2547, 0.4108, 0.2793], [0.3540, -0.2010, 2.6309], [0.8252, -0.7636, -1.5698], [-0.0166, 0.0319, -1.0576], [-0.4215, -0.4378, -4.7283], [-1.6005, 1.1144, -2.0481], [1.1468, -1.1113, 0.9872], [-0.7643, 1.3290, 0.5724], [-0.1386, 0.8018, 3.0738], [-0.0170, -1.1266, 3.0223], [1.3627, -0.1736, 2.9952]], "forces_ev_per_angstrom": [[1.347, -1.073, -1.449], [-0.169, 0.139, 4.257], [-0.326, -0.600, -0.080], [1.928, -0.976, 1.159], [-0.670, 3.669, 1.557], [-1.270, 0.969, -0.795], [0.535, 0.033, -1.728], [0.406, -0.306, -0.741], [-1.664, 1.312, -0.012], [-0.466, 0.242, -1.034], [-0.362, -0.426, -0.818], [0.640, -2.598, -1.056], [-0.704, -0.410, 0.372], [0.775, 0.023, 0.369]]}